Density functional theory data (wB97M-V/def2-TZVPD) for a 2-piece molecular cluster, C14H17ClN3O7 overall.

Element x y z (Å)
1 Cl 0.244 -5.468 3.269
2 O 0.159 -0.044 -2.316
3 O 2.132 -5.337 1.533
4 O 1.445 -2.424 2.111
5 O -2.277 -3.996 2.151
6 O -0.991 5.671 -1.923
7 O -0.524 -1.763 2.981
8 O -2.614 4.624 -2.877
9 N -1.439 4.786 -2.617
10 N -1.945 -3.034 1.181
11 N 1.678 0.774 -0.832
12 C 0.970 -1.605 -0.678
13 C 0.203 -2.302 2.146
14 C 1.050 1.845 -0.142
15 C -0.510 -2.994 0.928
16 C -0.480 3.789 -3.172
17 C 0.994 -5.029 1.715
18 C -0.876 3.054 0.620
19 C -0.068 4.045 1.157
20 C 0.097 -4.406 0.678
21 C -0.330 1.964 -0.031
22 C 0.873 -0.266 -1.363
23 C -0.417 -2.185 -0.382
24 C 1.864 2.826 0.420
25 C 1.310 3.915 1.062
26 H -0.769 2.814 -2.791
27 H -1.182 -1.408 -0.368
28 H -0.690 -2.849 -1.208
29 H 1.951 4.681 1.476
30 H 2.940 2.741 0.338
31 H -0.572 3.820 -4.253
32 H -0.990 1.221 -0.456
33 H 0.515 4.059 -2.841
34 H -1.952 3.130 0.696
35 H -2.348 -3.447 2.942
36 H -0.715 -5.097 0.449
37 H 1.538 -2.255 -1.348
38 H 2.420 0.380 -0.267
39 H -2.465 -3.262 0.341
40 H 1.535 -1.507 0.244
41 H 0.757 -4.372 -0.189
42 H -0.521 4.912 1.617

Calculated values
HOMO-LUMO gap: 0.2762 hartree
molar mass: 374.76 g/mol
total charge: -1

Partial atomic charges computed with the natural (NBO) method, in multiples of e: -0.099, -0.591, -0.528, -0.781, -0.604, -0.376, -0.731, -0.393, 0.539, -0.326, -0.653, -0.548, 0.752, 0.155, -0.005, -0.486, 0.608, -0.204, -0.238, -0.534, -0.222, 0.732, -0.384, -0.242, -0.196, 0.259, 0.226, 0.194, 0.207, 0.207, 0.224, 0.221, 0.232, 0.214, 0.488, 0.236, 0.229, 0.390, 0.320, 0.276, 0.224, 0.211

Density functional theory data (wB97M-V/def2-TZVPD) for C14H17DyN as an isolated structure in a non-equilibrium geometry.

Element x y z (Å)
1 Dy -0.544 0.452 -1.332
2 N 1.505 0.666 -1.344
3 C -2.408 -0.870 -2.532
4 C 1.472 -0.482 4.860
5 C -1.490 -1.833 -1.999
6 C -0.025 -0.767 1.001
7 C -1.106 2.710 -2.047
8 C 0.298 0.213 4.488
9 C 1.706 -1.443 2.650
10 C 2.188 -1.291 3.947
11 C -0.180 0.079 3.195
12 C -0.235 -1.675 -2.676
13 C 0.163 2.840 -1.533
14 C 0.502 -0.784 2.298
15 C -1.722 -0.133 -3.551
16 C -0.378 -0.623 -3.631
17 H 2.536 0.755 -1.225
18 H -3.411 -0.671 -2.171
19 H -2.131 0.671 -4.150
20 H 1.035 3.027 -2.166
21 H 0.660 -2.264 -2.520
22 H 1.827 -0.382 5.891
23 H 0.370 -0.308 -4.347
24 H 0.352 2.977 -0.457
25 H -0.252 0.841 5.192
26 H 2.250 -1.991 1.884
27 H -1.682 -2.503 -1.165
28 H -2.013 2.686 -1.410
29 H 3.104 -1.798 4.260
30 H 0.169 0.226 0.527
31 H -0.206 -1.654 0.371
32 H -1.047 0.615 2.816
33 H -1.306 2.717 -3.124

Calculated values
HOMO-LUMO gap (alpha / beta): 0.1843 / 0.1875 hartree
molar mass: 361.80 g/mol
energy relative to the best compared isomer or geometry (same formula, charge and spin): 63.8 kcal per mole
spin multiplicity: 6
total charge: -1

Partial atomic charges computed with the Löwdin method, in multiples of e: 1.231, -0.302, -0.237, -0.148, -0.241, -0.208, -0.275, -0.127, -0.059, -0.129, -0.084, -0.234, -0.246, -0.361, -0.247, -0.237, -0.102, 0.086, 0.084, 0.050, 0.096, 0.072, 0.092, 0.058, 0.084, 0.099, 0.091, 0.049, 0.083, -0.072, 0.001, 0.087, 0.046

Density functional theory data (wB97M-V/def2-TZVPD) for C14H17I2N4O2PtS3 as an isolated structure in a non-equilibrium geometry.

Element x y z (Å)
1 Pt -0.292 2.439 -1.435
2 I -2.691 3.185 -0.759
3 I -0.401 3.895 -3.531
4 S -2.375 -1.595 -2.234
5 S -1.129 0.367 -4.077
6 S 1.942 1.984 -2.023
7 O -1.794 -1.872 1.648
8 O -0.001 1.767 0.485
9 N -0.929 0.461 -1.441
10 N 2.304 -0.213 -0.405
11 N 2.901 1.676 0.494
12 N -1.128 -0.078 -0.171
13 C 2.394 1.092 -0.575
14 C -1.460 -1.268 3.887
15 C -1.002 -0.395 4.850
16 C -0.422 0.825 4.491
17 C -2.407 -0.706 -4.787
18 C -1.415 -0.171 -2.449
19 C -0.322 1.145 3.157
20 C -1.350 -0.952 2.534
21 C -0.777 0.265 2.160
22 C 1.901 -1.214 -1.379
23 C 2.773 -0.611 0.934
24 C -0.656 0.677 0.761
25 C 3.138 0.734 1.593
26 C -2.411 -2.003 -4.002
27 H -3.363 -0.190 -4.723
28 H -1.919 -2.213 4.149
29 H 1.576 -0.721 -2.290
30 H 4.173 0.772 1.919
31 H 3.627 -1.281 0.842
32 H -3.315 -2.582 -4.184
33 H -2.152 -0.869 -5.833
34 H -0.070 1.511 5.249
35 H 2.489 0.961 2.436
36 H -1.102 -0.658 5.895
37 H -1.539 -2.612 -4.232
38 H 1.976 -1.135 1.463
39 H 3.003 2.674 0.560
40 H 2.744 -1.869 -1.604
41 H -1.690 -1.509 0.749
42 H 0.090 2.097 2.848
43 H 1.085 -1.812 -0.971

Calculated values
HOMO-LUMO gap (alpha / beta): 0.1954 / 0.1955 hartree
molar mass: 818.40 g/mol
total charge: +1

Partial atomic charges computed with the natural (NBO) method, in multiples of e: 0.944, -0.228, -0.081, 0.411, 0.386, -0.164, -0.661, -0.707, -0.273, -0.377, -0.545, -0.463, 0.397, -0.268, -0.142, -0.255, -0.531, -0.073, -0.161, 0.358, -0.202, -0.415, -0.224, 0.591, -0.232, -0.535, 0.243, 0.239, 0.237, 0.226, 0.221, 0.261, 0.260, 0.228, 0.229, 0.228, 0.236, 0.229, 0.440, 0.221, 0.504, 0.230, 0.219

Density functional theory data (wB97M-V/def2-TZVPD) for C14H17IN2OSn as an isolated structure in a non-equilibrium geometry.

Element x y z (Å)
1 I 3.334 -0.297 0.759
2 Sn 0.527 -0.110 0.551
3 O -2.403 -0.056 -0.014
4 N 0.236 -1.416 -0.918
5 N 0.372 1.281 -0.932
6 C -0.167 -3.018 -3.018
7 C 0.466 2.857 -3.112
8 C -1.815 0.108 1.065
9 C 0.695 -0.690 3.581
10 C 0.292 0.657 -2.146
11 C 0.340 1.479 -3.279
12 C 0.571 3.432 -1.846
13 C 0.566 2.602 -0.720
14 C -2.442 0.417 2.368
15 C 0.200 -2.752 -0.667
16 C -0.039 -3.565 -1.759
17 C 0.719 0.722 3.674
18 C 0.168 -0.797 -2.126
19 C -0.046 -1.642 -3.231
20 H 1.765 0.942 3.505
21 H -3.192 1.218 2.209
22 H 0.350 -3.095 0.357
23 H -0.287 -0.869 3.988
24 H 0.319 0.828 4.716
25 H 1.620 -0.850 4.173
26 H -1.738 0.773 3.128
27 H 0.480 3.482 -3.988
28 H 0.665 4.485 -1.690
29 H 0.222 1.531 3.133
30 H -2.928 -0.500 2.752
31 H 0.706 2.947 0.304
32 H -0.114 -1.147 -4.166
33 H -0.365 -3.652 -3.879
34 H 0.750 -1.643 3.004
35 H 0.278 0.971 -4.214
36 H -0.108 -4.633 -1.562

Calculated values
HOMO-LUMO gap: 0.2774 hartree
molar mass: 474.92 g/mol
energy relative to the best compared isomer or geometry (same formula, charge and spin): 56.1 kcal per mole
total charge: +2

Partial atomic charges computed with the natural (NBO) method, in multiples of e: -0.100, 1.449, -0.471, -0.666, -0.623, -0.090, -0.088, 0.471, -0.724, 0.151, -0.156, -0.185, 0.095, -0.767, 0.093, -0.194, -0.650, 0.263, -0.171, 0.228, 0.296, 0.248, 0.226, 0.268, 0.276, 0.256, 0.268, 0.268, 0.199, 0.299, 0.245, 0.246, 0.271, 0.251, 0.248, 0.272

Density functional theory data (wB97M-V/def2-TZVPD) for one molecule with the formula C14H17N3O3 in a non-equilibrium geometry.

Element x y z (Å)
1 O -3.880 0.330 2.560
2 O 0.564 0.633 3.391
3 O 1.766 -0.286 1.834
4 N 3.135 1.750 -1.269
5 N -1.722 0.532 1.890
6 N -4.295 -2.099 1.243
7 C -0.166 1.286 0.126
8 C 0.674 0.244 2.241
9 C -0.432 0.197 1.159
10 C -3.058 -1.145 -0.580
11 C 1.096 1.133 -0.539
12 C 1.379 -1.418 -3.398
13 C 2.809 0.625 -1.981
14 C 0.717 -0.822 -2.336
15 C 2.087 2.040 -0.394
16 C -3.043 -1.338 1.015
17 C -2.944 -0.102 1.860
18 C 3.475 -0.072 -3.057
19 C 1.448 0.175 -1.585
20 C 2.738 -1.083 -3.612
21 H -0.414 -0.818 0.757
22 H -1.039 1.507 -0.543
23 H -0.360 -0.980 -2.003
24 H 2.065 2.823 0.301
25 H -0.130 2.288 0.583
26 H -5.084 -1.398 1.391
27 H -1.998 -1.281 -1.049
28 H 4.452 0.130 -3.386
29 H -3.506 -0.161 -0.814
30 H -4.218 -2.458 2.195
31 H 3.251 -1.779 -4.232
32 H -2.203 -1.941 1.246
33 H 0.741 -2.169 -3.994
34 H 3.903 2.261 -1.692
35 H -1.615 1.206 2.607
36 H 1.811 -0.375 0.805
37 H -3.768 -1.860 -1.015

Calculated values
HOMO-LUMO gap: 0.3369 hartree
molar mass: 275.31 g/mol
energy relative to the best compared isomer or geometry (same formula, charge and spin): 67.8 kcal per mole
total charge: 0

Partial atomic charges computed with the natural (NBO) method, in multiples of e: -0.626, -0.580, -0.660, -0.532, -0.616, -0.817, -0.443, 0.778, -0.153, -0.606, -0.167, -0.244, 0.146, -0.205, -0.007, -0.159, 0.660, -0.248, -0.061, -0.199, 0.226, 0.244, 0.214, 0.221, 0.230, 0.374, 0.188, 0.221, 0.212, 0.356, 0.213, 0.199, 0.232, 0.427, 0.421, 0.516, 0.244

Density functional theory data (wB97M-V/def2-TZVPD) for one molecule with the formula C14H17NO2 in a non-equilibrium geometry.

Element x y z (Å)
1 O 2.257 -3.090 -4.379
2 O 3.880 -2.750 -0.730
3 N 2.613 -2.717 -3.065
4 C 1.893 -0.662 1.527
5 C -3.766 2.711 0.044
6 C -0.321 1.936 0.567
7 C 2.985 -1.375 1.011
8 C 2.897 -1.878 -0.329
9 C -2.897 0.718 1.344
10 C 1.671 -2.021 -2.471
11 C -1.483 2.811 1.029
12 C -0.344 0.559 1.277
13 C -1.704 -0.193 1.084
14 C 1.798 -1.544 -1.134
15 C 0.813 -0.735 -0.615
16 C -2.758 2.091 0.737
17 C 0.796 -0.356 0.743
18 H -1.477 3.780 0.518
19 H -2.961 0.811 2.416
20 H -1.831 -0.619 0.057
21 H 1.957 -0.425 2.599
22 H -1.756 -1.072 1.734
23 H -0.186 0.748 2.338
24 H 0.774 -1.825 -3.063
25 H 3.806 -1.654 1.650
26 H -3.825 0.183 1.001
27 H 0.639 2.414 0.823
28 H 3.048 -3.102 -4.936
29 H -3.666 3.716 -0.350
30 H -1.412 2.932 2.091
31 H -0.032 -0.403 -1.252
32 H -0.374 1.821 -0.497
33 H 3.680 -2.984 -1.649
34 H -4.713 2.173 -0.120

Calculated values
HOMO-LUMO gap: 0.3206 hartree
molar mass: 231.29 g/mol
energy relative to the best compared isomer or geometry (same formula, charge and spin): 67.7 kcal per mole
total charge: 0

Partial atomic charges computed with the natural (NBO) method, in multiples of e: -0.574, -0.672, -0.193, -0.171, -0.413, -0.381, -0.258, 0.339, -0.448, 0.054, -0.444, -0.230, -0.383, -0.152, -0.168, 0.044, -0.047, 0.216, 0.208, 0.198, 0.214, 0.214, 0.205, 0.198, 0.227, 0.216, 0.211, 0.479, 0.197, 0.205, 0.213, 0.201, 0.501, 0.195

Q: Number 4 is which compound?
A: C14H17IN2OSn